Entry 1:
DFT (wB97M-V/def2-TZVPD) results for a cluster of 2 separate species, C2H5N2O in total.

The max |F| is 3.40 eV Å⁻¹. The molecular weight is 73.07 g mol⁻¹. The value obtained for the LUMO energy is -4.8 eV. Its HOMO-LUMO gap is 10.88 eV. Its net charge is +1.

Bonds (Å) are listed after each position.
Cartesian coordinates (Å):
1 C 0.64881 0.03500 0.94220  N3 1.141
2 C -1.61227 -0.24335 -1.44393  N4 1.253, H7 1.025, H9 1.087
3 N 1.45818 -0.24279 1.69707  C1 1.141, O5 1.273
4 N -0.90860 0.74794 -1.14148  C2 1.253, H6 1.073, H10 0.970
5 O 2.21764 -0.78031 2.56633  N3 1.273, H8 0.968
6 H -0.12518 0.74742 -0.40811  N4 1.073
7 H -2.26758 -0.29236 -2.23015  C2 1.025
8 H 3.11297 -0.43315 2.44284  O5 0.968
9 H -1.43371 -1.13045 -0.84221  C2 1.087
10 H -1.09026 1.59205 -1.58256  N4 0.970



Entry 2:
DFT (wB97M-V/def2-TZVPD) results for a cluster of 2 separate species, C2H5N2O2 in total.

The max |F| is 2.40 eV Å⁻¹. The molecular weight is 89.07 g mol⁻¹. The value obtained for the LUMO energy is 4.4 eV. Its HOMO-LUMO gap is 8.97 eV. Its net charge is -1.

Bonds (Å) are listed after each position.
Cartesian coordinates (Å):
1 N -0.68903 -0.99938 -0.47010  C2 1.360, H4 1.012, H5 1.072
2 C -1.69026 -0.14522 -0.12822  N1 1.360, N3 1.296, H6 1.103
3 N -2.94689 -0.46126 -0.15142  C2 1.296, H7 1.020
4 H -0.90727 -1.92096 -0.11296  N1 1.012
5 H 0.30935 -0.67642 -0.25299  N1 1.072
6 H -1.33835 0.85166 0.18687  C2 1.103
7 H -3.40894 0.39629 0.15158  N3 1.020
8 O 1.82489 -0.60558 0.30032  C9 1.283
9 C 2.10774 0.64191 0.19476  O8 1.283, O10 1.224, H11 1.125
10 O 1.34389 1.59802 0.22604  C9 1.224
11 H 3.22764 0.72656 0.12764  C9 1.125



> What is the max |F| in the second record?

2.40 eV Å⁻¹